1.
The following is a quantum chemistry calculation of 2 unconnected molecules or ions with the total composition C31H30BCl2F3O3 in a non-equilibrium geometry, from OMol25.

The HOMO-LUMO gap comes out at 2.939 eV. The calculation puts the HOMO energy at -6.386 eV. As for the total energy: -2669.77181 hartree.

```
! wB97M-V def2-TZVPD RIJCOSX def2/J DEFGRID3
* xyz 0 1
C -3.379 6.010 1.877
C -2.856 5.009 2.772
C -2.806 4.957 4.142
C -2.285 3.673 4.467
C -2.100 2.979 3.297
B -1.935 1.364 3.073
C -0.282 1.486 2.982
C 0.549 1.112 4.032
C 1.919 1.424 4.011
C 2.440 2.092 2.917
C 3.872 2.547 2.886
F 4.565 1.890 1.903
F 3.984 3.885 2.606
F 4.535 2.336 4.049
C 1.655 2.357 1.801
C 0.303 2.027 1.829
O -2.664 0.937 4.269
C -3.607 -0.025 3.792
C -2.957 -1.364 4.036
C -4.906 -0.069 4.567
C -3.784 0.348 2.243
C -4.144 -0.817 1.327
C -4.867 1.402 2.052
O -2.516 0.874 1.869
O -2.424 3.818 2.261
H -3.761 6.814 2.511
H -2.596 6.407 1.224
H -4.205 5.639 1.261
H -3.112 5.730 4.841
H -2.021 3.336 5.471
H 0.143 0.597 4.902
H 2.550 1.181 4.864
H 2.084 2.855 0.936
H -0.289 2.269 0.949
H -3.586 -2.194 3.689
H -1.949 -1.422 3.498
H -2.752 -1.449 5.119
H -5.530 -0.867 4.145
H -4.710 -0.318 5.616
H -5.460 0.868 4.485
H -4.872 -1.491 1.810
H -4.604 -0.427 0.404
H -3.264 -1.405 1.051
H -5.859 0.926 2.122
H -4.798 2.209 2.790
H -4.748 1.850 1.058
Cl 2.274 -4.526 6.863
C 1.375 -3.664 5.683
C 1.945 -2.544 5.059
C 1.266 -1.915 4.028
C 0.030 -2.403 3.555
C -0.701 -1.763 2.436
C -1.246 -2.597 1.336
C -0.863 -2.397 -0.019
C -1.374 -3.180 -1.055
C -2.373 -4.129 -0.786
Cl -3.036 -5.074 -2.060
C -2.811 -4.313 0.531
C -2.231 -3.587 1.567
C -0.571 -3.452 4.285
C 0.094 -4.106 5.315
H 2.903 -2.160 5.404
H 1.681 -1.008 3.589
H -0.290 -0.812 2.082
H -0.123 -1.628 -0.255
H -1.048 -3.056 -2.087
H -3.619 -5.015 0.748
H -2.595 -3.789 2.571
H -1.588 -3.757 4.054
H -0.371 -4.951 5.831
*
```

These are the Löwdin partial charges, in e, on atoms 1 to 2: -0.04 -0.36

2.
The following is a quantum chemistry calculation of a molecular structure, C31H30FNO5PdSb, from OMol25.

The HOMO-LUMO gap comes out at 5.843 eV. The calculation puts the HOMO energy at -11.045 eV. As for the total energy: -2097.94921 hartree.

```
! wB97M-V def2-TZVPD RIJCOSX def2/J DEFGRID3
* xyz 1 1
Pd 0.361 -0.730 -1.076
O -0.142 1.821 -1.264
C 1.063 2.254 -0.641
C 2.237 1.450 -1.161
N 2.221 0.013 -0.737
C 3.086 -0.758 -1.665
C 2.310 -1.176 -2.939
O 2.914 -1.762 -3.792
O 1.023 -0.880 -2.948
C 2.496 -0.117 0.715
C 1.204 -0.230 1.544
O 1.257 -0.116 2.741
O 0.101 -0.509 0.879
H -0.198 2.209 -2.146
H 0.917 2.130 0.432
H 1.245 3.314 -0.826
H 3.189 1.875 -0.831
H 2.221 1.462 -2.251
H 3.449 -1.657 -1.170
H 3.959 -0.174 -1.959
H 3.080 0.730 1.075
H 3.093 -1.011 0.899
C -7.791 0.663 0.185
C -7.155 -0.439 -0.367
C -5.795 -0.634 -0.164
C -5.052 0.270 0.593
C -5.704 1.379 1.132
C -7.064 1.573 0.936
Sb -2.962 0.138 1.047
C -2.516 -1.285 -0.556
C -3.004 -2.588 -0.522
C -2.915 -3.416 -1.635
C -2.277 -3.002 -2.805
C -1.749 -1.736 -2.856
C -1.853 -0.876 -1.736
C -3.076 -1.347 2.587
C -1.999 -1.431 3.470
C -2.007 -2.364 4.502
C -3.088 -3.221 4.661
C -4.170 -3.134 3.793
C -4.167 -2.193 2.771
H -8.851 0.814 0.025
H -7.718 -1.149 -0.959
H -5.324 -1.501 -0.612
H -5.150 2.106 1.717
H -7.553 2.437 1.367
H -3.504 -2.954 0.364
H -3.368 -4.399 -1.601
H -2.221 -3.661 -3.661
H -1.251 -1.378 -3.747
H -1.699 0.187 -1.908
H -1.144 -0.773 3.367
H -1.171 -2.409 5.189
H -3.098 -3.941 5.469
H -5.028 -3.780 3.929
H -5.038 -2.103 2.130
F -2.353 -6.530 1.585
C -1.579 -5.595 1.046
C -1.195 -4.519 1.838
C -0.375 -3.568 1.283
C 0.033 -3.670 -0.068
C 1.037 -2.822 -0.598
C -0.426 -4.754 -0.846
C -1.206 -5.740 -0.283
H -1.539 -4.444 2.861
H -0.052 -2.726 1.880
H 1.423 -3.071 -1.581
H 1.757 -2.437 0.110
H -0.119 -4.830 -1.882
H -1.539 -6.603 -0.842
*
```

These are the Löwdin partial charges, in e, on atoms 1 to 2: 1.14 -0.10

3.
The following is a quantum chemistry calculation of a molecular structure, C31H30IN5O2SSbSe4Ti in a non-equilibrium geometry, from OMol25.

The HOMO-LUMO gap (spin up / spin down) comes out at 4.722 / 5.488 eV. The calculation puts the HOMO energy (spin up / spin down) at -1.274 / -2.049 eV. As for the total energy: -13015.03484 hartree.

```
! wB97M-V def2-TZVPD RIJCOSX def2/J DEFGRID3
* xyz -2 2
Ti -0.080 0.059 0.036
C -5.580 3.449 -5.805
O -4.462 4.180 -5.360
C -3.229 3.724 -5.771
C -2.129 4.166 -5.035
C -0.857 3.743 -5.352
C -0.633 2.873 -6.426
C -1.735 2.490 -7.185
C -3.026 2.894 -6.861
N 0.652 2.487 -6.853
N 1.623 2.272 -6.003
C 1.505 1.856 -4.710
C 2.611 2.125 -3.870
C 2.612 1.827 -2.519
C 1.515 1.207 -1.927
O 1.466 0.896 -0.614
C 0.429 0.846 -2.723
N -0.616 0.219 -2.087
C -1.595 -0.282 -2.828
C -1.593 -0.242 -4.212
C -0.574 0.441 -4.864
C 0.423 1.079 -4.132
H -6.431 3.806 -5.228
H -5.444 2.377 -5.629
H -5.778 3.613 -6.870
H -2.309 4.845 -4.209
H -0.009 4.074 -4.769
H -1.568 1.842 -8.038
H -3.857 2.557 -7.467
H 3.462 2.612 -4.328
H 3.469 2.052 -1.895
H -2.407 -0.753 -2.286
H -2.390 -0.719 -4.765
H -0.543 0.473 -5.943
I -2.710 -1.164 0.867
C -2.214 -2.717 -0.452
C -3.216 -3.511 -0.928
C -2.899 -4.597 -1.770
C -1.596 -4.852 -2.078
C -0.552 -4.035 -1.578
C 0.797 -4.324 -1.891
C 1.789 -3.546 -1.371
C 1.491 -2.420 -0.575
C 0.197 -2.044 -0.273
C -0.840 -2.912 -0.758
H -4.246 -3.318 -0.656
H -3.694 -5.227 -2.151
H -1.336 -5.693 -2.712
H 1.020 -5.170 -2.530
H 2.826 -3.774 -1.592
H 2.317 -1.840 -0.182
Se 1.884 -2.123 5.327
Sb 2.148 0.099 4.413
Se 0.640 -0.139 2.164
Se 0.856 1.907 5.414
Se 4.197 0.683 3.253
C 2.548 4.169 2.440
C 1.506 3.231 1.872
N 1.071 3.731 0.564
C -0.016 3.398 -0.095
S -1.274 2.395 0.538
N -0.181 3.894 -1.340
C 0.555 5.019 -1.882
C 0.225 6.346 -1.205
H 2.820 3.811 3.432
H 2.161 5.189 2.528
H 3.454 4.179 1.828
H 0.640 3.166 2.526
H 1.913 2.228 1.746
H 1.748 4.300 0.078
H -1.085 3.673 -1.721
H 0.317 5.068 -2.941
H 1.628 4.805 -1.834
H -0.838 6.567 -1.302
H 0.789 7.158 -1.666
H 0.466 6.323 -0.142
*
```

These are the Löwdin partial charges, in e, on atoms 1 to 2: 0.23 -0.11